19
Properties=species:S:1:pos:R:3:forces:R:3:nbo_charge:R:1 method="wB97M-V/def2-TZVPD" multiplicity=1 e_homo_ev="-11.74 / -13.58" charge=+1 lumo_energy_ev="-5.25 / -4.04"
C -1.71859 0.87083 -0.07733 -1.4 0.6 0.6 -0.6022
C -0.69854 1.81704 -0.83438 -0.9 -4.7 2.0 0.1171
C -1.18903 -0.50788 0.44172 1.2 3.2 -2.2 -0.1563
C 0.29939 -0.37279 0.10831 0.0 -0.8 1.0 0.0614
C 0.90072 -1.62612 -0.50543 0.1 0.2 -0.1 -0.6414
C 1.06872 0.08209 1.34990 0.1 0.0 -0.2 -0.6431
N 0.42963 0.79944 -0.92084 0.3 0.3 -0.4 -0.5824
I -2.06145 -1.76594 1.77940 0.2 0.3 -0.3 0.3692
H -2.18452 1.39611 0.76420 0.0 0.2 0.0 0.2768
H -2.56691 0.69956 -0.75015 0.0 0.1 -0.1 0.2735
H -0.99525 2.25464 -1.76921 0.2 0.5 -0.2 0.2109
H 0.85504 -2.43627 0.21824 0.0 0.0 0.1 0.2616
H 1.94478 -1.47612 -0.76981 0.2 0.0 0.0 0.2271
H 0.34598 -1.93824 -1.38774 -0.1 -0.1 -0.1 0.2291
H 2.13828 0.09920 1.14867 0.2 0.1 0.0 0.2262
H 0.89574 -0.60578 2.17340 0.0 -0.1 0.0 0.2571
H 0.74095 1.07214 1.65871 0.0 0.1 0.1 0.2270
H 0.45590 0.39082 -1.86448 0.0 0.1 0.1 0.4411
H 1.33916 1.24729 -0.76319 -0.1 -0.1 -0.1 0.4473

12
Properties=species:S:1:pos:R:3:forces:R:3:nbo_charge:R:1 method="wB97M-V/def2-TZVPD" multiplicity=1 e_homo_ev=-9.54 charge=0 lumo_energy_ev=0.12
C 1.61462 -0.59878 -0.47571 0.0 0.1 0.1 -0.2494
C -0.16135 0.72716 0.41530 -0.4 0.1 -0.9 0.7965
C -2.25615 -0.85420 0.04070 1.0 1.3 0.7 0.6761
O -1.45866 0.67649 0.70904 0.3 0.0 -0.7 -0.7359
O 0.28620 -0.51556 0.04714 -0.1 0.1 0.1 -0.5591
N 0.59415 1.73758 0.34458 0.3 -0.1 0.5 -0.7926
O -2.48546 -1.04159 -1.06058 0.0 0.1 0.7 -0.3827
H 0.11823 2.57409 0.66566 -0.1 -0.1 -0.1 0.3601
H -2.07685 -0.81503 1.13333 -0.9 -1.5 -0.4 0.3095
H 1.71390 0.00630 -1.37793 -0.1 0.0 0.1 0.1934
H 2.33445 -0.24575 0.26387 0.0 0.0 -0.1 0.1973
H 1.77694 -1.65073 -0.70539 0.0 0.1 0.0 0.1867

20
Properties=species:S:1:pos:R:3:forces:R:3:nbo_charge:R:1 method="wB97M-V/def2-TZVPD" smiles=CC(C)O.CC multiplicity=1 e_homo_ev=-10.10 charge=0 lumo_energy_ev=0.95
C 0.04429 2.31324 2.55380 -1.2 -0.8 -1.2 -0.6188
C 1.11693 1.20551 2.70778 -0.4 1.0 2.2 -0.6232
H -0.52462 2.53114 3.45054 0.5 0.3 0.5 0.2075
H 0.49015 3.21501 2.12772 -0.3 0.0 0.2 0.2063
H -0.81502 1.99852 1.90646 0.9 0.2 0.0 0.2037
H 1.07320 0.88469 3.77478 0.2 0.0 -0.6 0.2024
H 2.08182 1.72398 2.62903 0.0 -0.8 -0.5 0.2101
H 0.97691 0.29489 2.14013 0.2 0.2 -0.5 0.2124
C -0.70291 -0.83350 -1.88225 0.7 1.6 -2.5 0.0959
C 0.24350 -0.70215 -0.70011 -0.9 -0.9 -0.2 -0.6457
C -0.16133 -1.81047 -2.96967 -0.1 -1.4 1.1 -0.6500
O -2.05361 -0.86722 -1.48781 -0.4 -1.3 0.5 -0.7088
H -0.77760 0.05778 -2.57842 0.7 0.0 1.6 0.1670
H 1.18136 -0.27888 -1.02139 0.2 0.6 0.3 0.2266
H -0.81570 -2.65596 -3.10243 -0.8 -0.2 -0.2 0.2182
H -0.10202 -1.29501 -3.92923 0.5 -0.3 0.1 0.2161
H 0.75326 -2.37114 -2.63983 -0.3 1.1 -0.5 0.2081
H -2.16760 -1.50284 -0.76476 0.0 0.1 -0.3 0.4563
H 0.49899 -1.68939 -0.29214 -0.1 -0.1 -0.2 0.1974
H -0.34001 -0.21821 0.07781 0.7 0.7 0.2 0.2185

70
Properties=species:S:1:pos:R:3:forces:R:3:nbo_charge:R:1 method="wB97M-V/def2-TZVPD" multiplicity=3 e_homo_ev="-6.51 / -7.09" charge=0 lumo_energy_ev="0.65 / -0.95" s_squared=2.011
Pd -0.30486 -0.52972 0.36166 0.0 0.0 0.1 0.6558
S 2.14853 -0.13477 -0.19867 0.0 0.0 -0.1 -0.3150
C 1.53974 1.45647 -0.33234 0.1 0.1 0.0 -0.0772
N 0.28662 1.70829 -0.07240 0.0 0.0 0.1 -0.5846
C -0.03946 3.03632 -0.25979 0.0 0.0 0.0 0.1970
C -1.30006 3.59466 -0.06953 0.0 0.0 0.0 -0.2397
C -1.47690 4.94017 -0.33004 0.0 0.0 0.0 -0.2146
C -0.41574 5.73359 -0.77324 0.0 0.0 0.0 -0.2338
C 0.84451 5.18946 -0.95976 0.0 0.0 0.0 -0.2044
C 1.02329 3.83738 -0.69957 0.0 0.0 0.0 -0.2565
S 2.45928 2.86019 -0.84593 0.0 0.0 0.0 0.3721
H -2.10956 2.96252 0.27158 0.0 0.0 0.0 0.2295
H -2.45280 5.38707 -0.19021 0.0 0.0 0.0 0.2110
H -0.57645 6.78506 -0.97053 0.0 0.0 0.0 0.2116
H 1.66812 5.80267 -1.30117 0.0 0.0 0.0 0.2162
N -2.23983 -0.14677 0.63414 0.0 0.0 0.1 -1.0821
P -3.21993 -0.32188 -0.61440 -0.1 0.1 -0.2 1.7074
C -3.17155 -1.89553 -1.50051 0.1 -0.1 0.1 -0.4374
C -3.05908 -3.05275 -0.73082 0.0 0.0 0.0 -0.1699
C -3.01767 -4.29324 -1.34445 0.0 0.0 0.0 -0.2074
C -3.09220 -4.38337 -2.72872 0.0 0.0 0.0 -0.1898
C -3.20533 -3.23462 -3.49771 0.0 0.0 0.0 -0.2333
C -3.24266 -1.98935 -2.88614 0.0 0.0 0.0 -0.1317
C -2.89342 0.97071 -1.83624 -0.1 0.0 0.0 -0.3972
C -3.80798 1.99419 -2.06954 0.0 0.0 0.0 -0.2086
C -3.48096 3.03477 -2.92888 0.0 0.0 0.0 -0.1632
C -2.24187 3.05607 -3.54910 0.0 0.0 0.0 -0.2006
C -1.32987 2.03147 -3.32608 0.0 0.0 0.0 -0.2030
C -1.65269 0.98973 -2.47457 0.0 0.0 0.0 -0.1784
C -4.94740 -0.14508 -0.10317 0.0 0.0 0.0 -0.3302
C -5.21267 0.51723 1.09230 0.0 0.0 0.0 -0.2101
C -6.52495 0.69438 1.50744 0.0 0.0 0.0 -0.2027
C -7.56879 0.21279 0.73203 0.0 0.0 0.0 -0.1963
C -7.30736 -0.45139 -0.45948 0.0 0.0 0.0 -0.2167
C -5.99868 -0.63372 -0.87606 0.0 0.0 0.0 -0.1997
H -2.97604 -2.97368 0.34682 0.0 0.0 0.0 0.2387
H -2.91611 -5.18734 -0.74393 0.0 0.0 0.0 0.2204
H -3.05362 -5.35196 -3.20989 0.0 0.0 0.0 0.2155
H -3.25669 -3.30748 -4.57618 0.0 0.0 0.0 0.2163
H -3.31968 -1.09289 -3.48901 0.0 0.0 0.0 0.2169
H -4.76946 1.98289 -1.57203 0.0 0.0 0.0 0.2238
H -4.18931 3.83401 -3.10326 0.0 0.0 0.0 0.2087
H -1.98082 3.87644 -4.20502 0.0 0.0 0.0 0.2174
H -0.35946 2.05270 -3.80493 0.0 0.0 0.0 0.2238
H -0.93142 0.20163 -2.28500 0.0 0.0 0.0 0.2378
H -4.37841 0.87513 1.68278 0.0 0.0 0.0 0.2452
H -6.73240 1.20577 2.43839 0.0 0.0 0.0 0.2161
H -8.59167 0.34968 1.05841 0.0 0.0 0.0 0.2157
H -8.12504 -0.83121 -1.05788 0.0 0.0 0.0 0.2175
H -5.79109 -1.16149 -1.79929 0.0 0.0 0.0 0.2234
C 2.81351 -3.25738 1.33119 0.0 0.0 0.0 -0.4047
N 2.11540 -2.54155 2.38758 0.0 0.0 0.1 -0.4391
C 2.91570 -1.51440 3.04940 0.0 0.0 0.0 -0.4141
C 0.76653 -2.51473 2.42352 0.0 0.0 0.0 0.3756
S -0.16606 -2.97829 1.07201 0.0 0.0 0.0 -0.2767
N 0.18642 -2.12101 3.57930 0.0 0.0 -0.1 -0.4332
C 0.80946 -2.36308 4.87198 0.0 0.0 0.0 -0.4088
C -1.23603 -1.81818 3.63866 0.0 0.0 0.0 -0.4198
H 3.81008 -3.50314 1.70038 0.0 0.0 0.0 0.1976
H 2.90565 -2.65275 0.42656 0.0 0.0 0.0 0.2190
H 2.28125 -4.17155 1.08827 0.0 0.0 0.0 0.2277
H 3.55918 -1.05306 2.30061 0.0 0.0 0.0 0.2305
H 3.53301 -1.92763 3.85086 0.0 0.0 0.0 0.1905
H 2.26900 -0.73818 3.44948 0.0 0.0 0.0 0.2194
H 1.67521 -3.00847 4.75647 0.0 0.0 0.0 0.2163
H 0.08530 -2.87081 5.51170 0.0 0.0 0.0 0.2057
H 1.11618 -1.43845 5.36480 0.0 0.0 0.0 0.2011
H -1.55867 -1.29701 2.74094 0.0 0.0 0.0 0.2644
H -1.40322 -1.17391 4.50246 0.0 0.0 0.0 0.1984
H -1.82765 -2.73093 3.75283 0.0 0.0 0.0 0.1962

119
Properties=species:S:1:pos:R:3:forces:R:3:mulliken_charge:R:1 method="wB97M-V/def2-TZVPD" multiplicity=1 e_homo_ev=-12.14 charge=+2 lumo_energy_ev=-6.85
Ti -1.04178 -0.66878 0.08036 0.0 -0.7 0.7 -0.2595
C 2.09003 3.22920 1.60042 0.0 0.0 0.0 -1.7446
C 0.89099 2.64627 2.28735 0.0 0.0 0.0 0.8113
C 0.35159 3.27527 3.40381 0.0 0.0 0.0 -1.0753
C -0.75467 2.72488 4.02528 0.0 0.0 -0.1 -0.8659
C -1.28026 1.54157 3.53941 0.0 -0.1 0.1 -0.6013
C -0.66517 0.95814 2.44012 0.0 -0.1 -0.1 -0.6126
N 0.37149 1.50559 1.81304 0.0 0.0 -0.1 0.9305
N -1.12212 -0.28245 1.89590 0.0 0.3 -0.1 1.2928
Si -1.47324 -1.52345 3.20410 -0.1 -0.1 -0.1 0.8072
C -3.20189 -1.27022 3.87219 0.0 0.1 0.0 -1.4221
C -0.16316 -1.31809 4.50069 0.0 0.0 0.0 -1.2997
C -1.31861 -3.24910 2.49072 0.0 0.0 -0.1 -0.5448
H 2.50547 2.54332 0.86801 0.0 0.0 0.0 0.1746
H 2.85874 3.47090 2.33440 0.0 0.0 0.0 0.5250
H 1.83041 4.15345 1.08046 0.0 0.0 0.0 0.2733
H 0.79844 4.19038 3.76846 0.0 0.0 0.0 0.5524
H -1.20714 3.20947 4.87974 0.0 0.0 0.0 0.4921
H -2.14683 1.08978 3.99788 0.0 0.0 0.0 0.1938
H -3.84812 -0.71051 3.19438 0.0 0.0 0.0 0.2862
H -3.18216 -0.73585 4.82306 0.0 0.0 0.0 0.4703
H -3.66348 -2.24071 4.06514 0.0 0.0 0.0 0.4673
H -0.33429 -0.46075 5.14914 0.0 0.0 0.0 0.3672
H 0.82537 -1.20667 4.04761 0.0 0.0 0.0 0.2888
H -0.14648 -2.21426 5.12568 0.0 0.0 0.0 0.5101
H -1.61160 -3.37147 1.44702 0.0 0.0 0.0 -0.2920
H -1.95418 -3.90980 3.08516 0.0 0.0 0.0 0.6479
H -0.29749 -3.61710 2.59472 0.0 0.0 0.0 0.0815
F -1.41667 -5.40590 -0.91962 0.0 0.0 -0.1 -0.1289
C -1.75445 -4.72243 -2.00845 0.1 -0.1 0.0 0.6538
F -3.03979 -4.39319 -1.92951 -0.1 0.0 0.0 -0.1702
F -1.53118 -5.42260 -3.09476 0.0 0.0 0.1 -0.1772
S -0.73556 -3.18266 -2.02584 -0.1 0.0 0.0 1.0561
O -1.31468 -2.50128 -0.80964 0.3 -0.3 0.1 -0.4591
O 0.63810 -3.53125 -1.95108 0.0 -0.1 0.0 -0.5517
N -1.17654 -2.48115 -3.34093 0.0 0.2 0.1 -0.8410
S -1.35843 -0.91704 -3.35640 0.2 -0.3 0.1 1.7140
O -0.81391 -0.35018 -2.09057 -0.4 0.2 -0.1 -0.4827
O -0.91540 -0.29713 -4.54631 0.0 -0.1 0.0 -0.6701
C -3.24300 -0.75560 -3.31616 0.0 0.1 0.0 0.6069
F -3.62934 0.13217 -4.19838 0.0 -0.2 0.0 -0.1715
F -3.63136 -0.38971 -2.09286 0.0 -0.1 0.1 -0.1921
F -3.79086 -1.92671 -3.58768 0.1 0.0 -0.1 -0.2309
Cl 7.04944 -4.29494 -4.12193 0.0 0.0 0.0 -0.1892
C 6.00191 -4.52614 -2.76993 0.0 0.0 0.0 0.2902
C 4.93349 -3.66203 -2.57104 0.0 0.0 0.0 -1.2103
C 4.09833 -3.86998 -1.49021 0.0 -0.1 0.0 0.4515
C 4.30157 -4.91684 -0.58954 -0.1 0.0 0.0 0.1531
C 3.34503 -5.12737 0.56468 -0.1 0.1 0.1 -0.5404
C 3.27223 -3.93401 1.51525 0.0 0.0 -0.1 -1.6918
N 2.55633 -2.75145 1.01395 0.1 0.0 0.1 0.7141
C 3.06227 -1.47243 1.04579 0.1 0.0 -0.1 -1.9976
C 2.06323 -0.64946 0.66115 0.0 0.1 0.0 0.0893
N 0.93316 -1.41136 0.39203 0.1 0.1 -0.3 2.2633
C 1.28976 -2.68064 0.60707 -0.1 0.1 0.2 -2.1387
O 2.02223 -5.44593 0.14783 0.1 -0.1 -0.1 -0.1337
C 1.76818 -6.85573 -0.00877 0.0 0.1 0.1 -1.0409
C 1.49882 -7.30425 -1.41631 0.0 0.1 0.0 -0.0017
C 0.69078 -8.36916 -1.69114 0.0 0.0 0.0 0.6494
Cl -0.20434 -9.29005 -0.54870 0.0 0.0 0.0 -0.2154
S 0.64481 -8.77618 -3.35274 0.0 0.1 0.0 -0.1893
C 1.69902 -7.48234 -3.72442 0.0 0.0 0.0 -0.5200
C 2.07732 -6.79160 -2.61628 0.0 -0.1 0.0 -0.2953
C 5.38763 -5.75539 -0.81797 0.0 -0.1 0.0 0.8665
Cl 5.73101 -7.08969 0.24233 0.0 0.0 0.0 -0.2013
C 6.23661 -5.57517 -1.90094 0.0 0.0 0.0 -0.7277
H 4.75783 -2.85246 -3.26491 0.0 0.0 0.0 0.4779
H 3.23814 -3.22800 -1.37123 -0.1 0.0 0.0 0.0526
H 3.72790 -5.93088 1.19885 0.0 0.0 -0.1 0.9231
H 4.28847 -3.60845 1.73019 0.0 0.0 0.1 0.5005
H 2.79825 -4.23480 2.44953 0.0 0.0 0.0 0.2645
H 4.07726 -1.26633 1.33487 0.0 0.0 0.0 0.5580
H 2.05193 0.41938 0.59717 0.0 0.0 0.0 -0.1698
H 0.68065 -3.55723 0.50111 0.0 0.0 0.0 0.8809
H 0.89981 -7.08615 0.61003 0.0 0.0 0.0 0.5626
H 2.61334 -7.41782 0.39966 0.0 0.0 0.0 0.4472
H 1.99730 -7.31036 -4.74538 0.0 0.0 0.0 0.4689
H 2.74339 -5.94736 -2.64764 0.1 0.1 0.0 0.2958
H 7.06767 -6.24657 -2.06056 0.0 0.0 0.0 0.4793
C -4.19808 3.14884 -4.24837 0.0 0.0 0.0 -0.8013
C -4.78734 2.99004 -3.00111 0.0 0.0 0.0 -0.6776
C -4.02967 2.56893 -1.91901 0.0 0.1 0.0 -0.5415
C -2.67245 2.30730 -2.08661 0.0 -0.1 0.0 0.7530
C -2.08310 2.45458 -3.33962 0.0 0.1 0.0 -0.3544
C -2.84881 2.87852 -4.41681 0.0 0.1 0.0 -0.9171
As -1.54678 1.84930 -0.56386 -0.1 0.7 -0.2 2.3707
C 0.06251 2.73934 -1.16191 0.0 0.0 0.1 1.3528
C 0.02380 4.10873 -1.41635 0.0 0.0 0.0 -1.1974
C 1.13322 4.74432 -1.95430 0.0 0.0 0.0 -1.1673
C 2.26771 4.01334 -2.27953 0.0 0.0 0.0 -0.7355
C 2.28789 2.64131 -2.07548 0.0 0.0 0.0 -0.7464
C 1.18879 2.00680 -1.51413 0.0 -0.1 0.0 -0.5994
C -2.44979 2.83059 0.82859 0.0 0.0 0.0 1.3008
C -3.57949 2.21225 1.36530 0.0 0.0 0.0 -0.4726
C -4.37887 2.88575 2.27449 0.0 0.0 0.0 -0.9978
C -4.04954 4.18067 2.65601 0.0 0.0 0.0 -0.9529
C -2.92122 4.79122 2.13220 0.0 0.0 0.0 -0.9102
C -2.11874 4.12125 1.21568 0.0 0.0 0.1 -0.9801
H -4.79162 3.48581 -5.08734 0.0 0.0 0.0 0.4471
H -5.83867 3.20536 -2.86523 0.0 0.0 0.0 0.4747
H -4.50149 2.47234 -0.94983 0.0 0.0 0.0 0.4389
H -1.02919 2.25914 -3.48832 0.0 0.0 0.0 0.4365
H -2.38418 2.99719 -5.38622 0.0 0.0 0.0 0.4580
H -0.87942 4.68013 -1.24270 0.0 0.0 0.0 0.6417
H 1.09942 5.80878 -2.14423 0.0 0.0 0.0 0.4757
H 3.12421 4.50975 -2.71466 0.0 0.0 0.0 0.4521
H 3.15560 2.06153 -2.36137 0.0 0.0 0.0 0.4971
H 1.21624 0.93139 -1.39489 0.0 0.0 0.0 0.3618
H -3.83848 1.19823 1.07536 0.0 0.0 0.0 0.4251
H -5.25973 2.40693 2.68196 0.0 0.0 0.0 0.4824
H -4.67509 4.71381 3.35906 0.0 0.0 0.0 0.4373
H -2.66188 5.79806 2.43205 0.0 0.0 0.0 0.4865
H -1.23323 4.60906 0.83358 0.0 0.0 0.0 0.4653
C -5.03128 -3.09599 0.84049 0.0 0.1 0.0 -1.6231
C -4.00390 -2.09278 0.62691 -0.2 0.1 0.0 0.3607
N -3.19285 -1.30043 0.45949 0.3 -0.1 -0.3 0.8413
H -5.57580 -2.87649 1.75803 0.0 0.0 0.0 0.4174
H -4.55612 -4.07415 0.91975 0.0 0.0 0.0 0.3431
H -5.71854 -3.09587 -0.00490 0.0 0.0 0.0 0.4190

no.,E_tot (Eh)
1,-587.27375
2,-397.69808
3,-274.08801
4,-3044.60425
5,-9072.03314